1.
{"formula": "C8H8N2O2", "method": "ωB97M-V/def2-TZVPD", "elements": ["C", "C", "C", "C", "C", "C", "C", "C", "H", "H", "H", "H", "H", "H", "H", "H", "N", "N", "O", "O"], "coordinates": [[-3.0794, -1.0346, 0.5802], [-1.5322, 1.2810, -0.3085], [0.8326, 1.1506, -0.0798], [2.2884, 1.3430, 0.1491], [3.0087, 0.1176, 0.0727], [2.5132, -1.2024, -0.2540], [1.2109, -1.3342, -0.4822], [0.4243, -0.1739, -0.3160], [-3.9045, -0.0473, 0.0528], [-3.2918, -2.3145, 0.2525], [-3.0551, -1.0034, 1.9811], [-0.0694, 2.9519, 0.6099], [2.7130, 2.3371, 0.1492], [4.0064, 0.2466, -0.0938], [2.9996, -2.1304, -0.7277], [0.7590, -2.2945, -0.4262], [-0.9903, -0.0066, 0.0365], [-0.3577, 2.0128, 0.0575], [-1.7167, -1.1691, -0.3745], [-2.7592, 1.2705, -0.8786]], "forces_ev_per_angstrom": [[-1.359, -3.161, -1.125], [-2.598, -3.105, -1.394], [1.670, -0.531, 0.409], [-3.312, -2.269, -1.027], [-1.683, 0.209, -1.271], [2.041, 0.681, -1.410], [-3.482, 1.378, 1.661], [-2.244, 2.392, 2.064], [3.039, -3.658, 1.805], [-0.388, 4.241, 1.325], [0.778, 0.144, -4.741], [-2.090, -2.710, -2.204], [0.366, -0.221, 0.388], [2.858, 0.267, 0.269], [0.709, 1.787, 1.700], [-0.583, -0.587, -0.812], [0.069, -2.691, -3.182], [2.383, 2.614, 0.481], [-2.838, 2.915, 3.742], [6.662, 2.305, 3.322]], "e_tot_ha": -569.3137, "lumo_energy_ev": 0.5686, "gap_ev": 9.00, "homo_ha": -0.30980}



2.
{"formula": "C8H8N2O4PtS", "method": "ωB97M-V/def2-TZVPD", "elements": ["Pt", "O", "C", "C", "O", "C", "O", "C", "O", "S", "C", "N", "C", "C", "C", "N", "H", "H", "H", "H", "H", "H", "H", "H"], "coordinates": [[-0.0294, -1.1333, -2.7718], [-0.0043, 2.0630, -4.1952], [-0.0097, 1.0461, -3.6745], [1.7593, -1.6335, -2.2717], [2.8054, -2.0666, -1.9993], [-1.8314, -1.6027, -2.2929], [-2.8893, -2.0207, -2.0324], [-0.0243, -1.7459, -4.5486], [-0.0234, -2.1763, -5.6613], [-0.0540, -2.0060, -0.0473], [-0.0102, -0.4929, 0.8534], [-1.1685, 0.1198, 1.2571], [-1.2118, 0.9907, 2.4520], [0.0514, 1.8031, 2.5748], [1.2646, 0.9160, 2.4459], [1.1580, 0.0699, 1.2399], [-2.0370, -0.2875, 0.9445], [-1.3198, 0.3251, 3.3122], [-2.1096, 1.5993, 2.3839], [0.0685, 2.2823, 3.5495], [0.0749, 2.6285, 1.8749], [1.3227, 0.2356, 3.3001], [2.1993, 1.4674, 2.3907], [2.0185, -0.3814, 0.9160]], "forces_ev_per_angstrom": [[0.017, 1.458, 0.810], [-0.015, -3.033, 1.460], [0.014, 3.166, -1.050], [5.612, -1.862, 0.812], [-4.029, 1.668, -0.943], [-5.896, -1.881, 0.801], [4.292, 1.700, -0.954], [0.006, -3.909, -9.416], [-0.003, 2.768, 6.969], [0.016, 0.676, 1.377], [-0.529, 2.166, 1.534], [1.788, -1.566, -0.967], [-0.168, -0.268, 0.214], [0.055, 0.405, 0.092], [-0.017, -0.142, 0.283], [-0.623, -1.695, -1.001], [-0.105, -0.083, 0.089], [-0.086, 0.095, 0.038], [0.051, 0.069, -0.081], [-0.012, -0.084, 0.199], [0.003, 0.024, -0.423], [0.111, 0.067, 0.001], [-0.050, 0.061, -0.112], [-0.433, 0.199, 0.269]], "e_tot_ha": -1236.9304, "multiplicity": 3, "lumo_energy_ev": [-7.5818, -11.6467], "total_charge": 2, "gap_ev": [8.57, 6.00], "s2": 2.008, "homo_ha": [-0.59359, -0.64853]}



3.
{"formula": "C8H8N2OS", "method": "ωB97M-V/def2-TZVPD", "elements": ["C", "C", "N", "C", "S", "C", "C", "C", "C", "H", "H", "H", "H", "H", "H", "H", "N", "C", "O", "H"], "coordinates": [[-0.1728, -0.5483, -1.1216], [0.2375, 0.6809, -0.8471], [1.2739, 1.3909, -1.4035], [1.5689, 2.3896, -0.6451], [0.6247, 2.7954, 0.8463], [-0.3014, 1.3107, 0.4035], [-1.3358, 0.7926, 1.1051], [-2.0637, -0.4315, 0.5712], [-1.1254, -1.3516, -0.3108], [0.2208, -1.0743, -2.0935], [2.4686, 2.9746, -0.9724], [-1.7892, 1.1285, 1.9802], [-2.2981, -1.0457, 1.4076], [-2.8274, -0.1832, -0.1820], [-1.8277, -2.0185, -0.9081], [-0.4572, -1.9228, 0.3090], [1.1628, -1.0339, 1.8353], [1.8562, -1.1477, 0.9026], [2.6659, -1.1441, -0.0817], [2.1193, -1.5614, -0.7949]], "forces_ev_per_angstrom": [[0.398, -1.579, -3.712], [-1.223, 0.038, 2.028], [0.510, 1.068, 0.582], [1.263, 0.573, -0.949], [0.386, -1.591, -1.817], [-1.352, 0.177, 1.396], [0.826, -0.706, -2.661], [2.348, -0.431, -1.887], [-1.361, 0.626, 0.127], [-0.452, 1.095, 1.810], [-1.081, -0.175, 0.739], [-0.083, 1.200, 1.401], [-1.224, -0.309, 0.497], [-0.530, 0.229, 1.046], [1.282, 0.683, 0.553], [-0.239, -0.834, 0.507], [1.232, -0.524, -1.269], [-1.389, 0.907, 3.149], [-0.202, -1.011, -1.464], [0.890, 0.564, -0.076]], "e_tot_ha": -892.4829, "smiles": "C1=c2ncsc2=CCC1.N#CO", "lumo_energy_ev": 0.1498, "gap_ev": 8.03, "homo_ha": -0.28957}



4.
{"formula": "C8H8N2S", "method": "ωB97M-V/def2-TZVPD", "elements": ["S", "C", "C", "N", "C", "C", "C", "C", "C", "C", "N", "H", "H", "H", "H", "H", "H", "H", "H"], "coordinates": [[-1.5453, 2.9954, 1.2416], [-1.6629, 1.2234, 1.6109], [-0.7453, 0.3582, 0.7984], [-0.1167, -0.6944, 1.2688], [0.5744, -1.2027, 0.1804], [1.4027, -2.3188, 0.0931], [1.9903, -2.6130, -1.1257], [1.7461, -1.8283, -2.2531], [0.9109, -0.7112, -2.2055], [0.3364, -0.4150, -0.9588], [-0.5245, 0.5760, -0.5336], [-0.2634, 3.1603, 1.6334], [-2.6718, 0.9825, 1.4260], [-1.4551, 1.0153, 2.6760], [1.5744, -2.9173, 0.9769], [2.6073, -3.4772, -1.1993], [2.2057, -2.0876, -3.1903], [0.7195, -0.1154, -3.1054], [-0.8200, 1.3857, -1.0668]], "forces_ev_per_angstrom": [[0.265, 0.092, 0.068], [1.619, 0.002, 0.752], [0.015, -0.249, 0.310], [-0.361, 0.640, -0.207], [0.015, 0.025, -0.305], [0.045, 0.095, 0.032], [-0.558, 0.343, 0.462], [-0.460, 0.666, -0.052], [0.055, -0.108, 0.193], [0.303, -0.272, -0.545], [0.047, 0.136, -0.224], [-0.249, -0.055, -0.081], [-1.294, -0.374, -0.271], [-0.135, 0.159, -0.547], [0.043, -0.088, -0.022], [0.448, -0.468, -0.124], [0.107, -0.078, -0.199], [0.062, -0.212, 0.444], [0.032, -0.253, 0.317]], "e_tot_ha": -817.3723, "smiles": "SCc1nc2ccccc2[nH]1", "lumo_energy_ev": 0.6633, "gap_ev": 9.22, "homo_ha": -0.31449}



5.
{"formula": "C8H8N3", "method": "ωB97M-V/def2-TZVPD", "elements": ["C", "C", "C", "C", "C", "C", "C", "C", "N", "N", "N", "H", "H", "H", "H", "H", "H", "H", "H"], "coordinates": [[-2.0937, -0.1121, 1.3022], [-2.1806, -0.7955, 0.1424], [-0.9282, 0.5837, 1.6082], [-1.1181, -0.9126, -0.7850], [0.1031, 0.4810, 0.7211], [0.0387, -0.2618, -0.4429], [2.0592, 0.7163, -0.3607], [1.2885, -0.1365, -1.2097], [-1.4093, 2.7994, 0.1270], [1.3595, 1.1039, 0.6298], [-0.7945, 3.4201, -0.5644], [-2.9085, -0.1447, 1.9418], [-3.1122, -1.4552, 0.0859], [-1.0549, 1.3942, 2.2794], [-1.1276, -1.6578, -1.5240], [1.6692, 2.0121, 1.2443], [2.9723, 1.2445, -0.5184], [2.0391, -0.9111, -1.3279], [1.1066, 0.0242, -2.2267]], "forces_ev_per_angstrom": [[1.838, 0.586, -0.253], [-1.302, -2.990, -1.401], [-0.776, 0.532, -0.227], [-0.692, 0.195, 2.157], [-0.004, -0.102, -0.690], [-0.859, -1.442, -0.440], [0.105, 2.910, -0.987], [0.799, -1.453, 1.033], [1.689, 2.494, -2.458], [0.932, 3.952, 3.911], [-1.877, -1.947, 2.131], [-1.297, 0.336, 1.252], [1.405, 1.078, -0.630], [0.661, 0.238, 1.231], [-0.292, -0.460, -1.291], [-0.842, -3.305, -1.571], [0.779, -0.289, -0.343], [-0.319, -1.696, 0.223], [0.052, 1.362, -1.646]], "e_tot_ha": -473.6473, "lumo_energy_ev": -4.6766, "total_charge": 1, "gap_ev": 8.83, "homo_ha": -0.49635}



6.
{"formula": "C8H8N3S2", "method": "ωB97M-V/def2-TZVPD", "elements": ["C", "C", "C", "C", "C", "C", "C", "C", "N", "N", "N", "S", "S", "H", "H", "H", "H", "H", "H", "H", "H"], "coordinates": [[-2.6646, 0.5897, 0.0089], [-3.0995, -0.7636, -0.0394], [1.1018, -0.7266, 0.9967], [0.9634, 2.3660, -0.8758], [0.2806, 0.5490, 0.9076], [-0.4426, -0.9280, -0.8702], [-0.6495, 0.3568, -0.2369], [0.3099, 1.3923, -0.3104], [-3.4993, 1.5604, -0.0601], [-4.4498, -0.6854, 0.1511], [0.7014, -1.3618, -0.3385], [-2.1284, -2.1222, -0.2942], [-5.0241, 0.9653, 0.0910], [2.1853, -0.6780, 0.9203], [0.8392, -1.3961, 1.9008], [1.1500, 2.6898, -1.8835], [1.7173, 2.6574, -0.1611], [-0.1049, 1.0496, 1.8788], [-0.6486, -1.1131, -1.8568], [-4.9047, -1.5148, -0.2039], [1.3133, -1.9408, -0.9040]], "forces_ev_per_angstrom": [[4.222, 0.210, -1.183], [-2.029, 0.934, 0.886], [-0.204, -1.985, -0.804], [5.269, 6.263, -2.253], [-0.061, 0.915, 1.410], [-0.048, -0.242, 2.072], [-2.894, 3.686, 0.130], [-6.134, -8.321, 3.579], [-0.024, -0.794, 0.738], [1.212, -0.257, -0.999], [1.339, -1.029, 0.877], [-0.496, 0.395, 0.339], [0.118, -1.282, -0.211], [0.060, 0.466, 0.407], [0.151, 1.101, -1.504], [-0.296, -0.583, -0.416], [0.229, 1.311, -0.166], [0.737, -0.887, -1.461], [0.033, -0.060, -2.408], [-1.133, 0.125, 0.369], [-0.048, 0.036, 0.598]], "e_tot_ha": -1269.7116, "multiplicity": 3, "lumo_energy_ev": [-4.4143, -6.7557], "total_charge": 1, "gap_ev": [5.24, 5.90], "s2": 2.018, "homo_ha": [-0.35495, -0.46504]}



7.
{"formula": "C8H8N4", "method": "ωB97M-V/def2-TZVPD", "elements": ["C", "C", "N", "C", "N", "C", "H", "H", "H", "H", "C", "C", "N", "C", "N", "C", "H", "H", "H", "H"], "coordinates": [[-1.2233, 2.6404, -0.9582], [-0.1312, 2.1899, -0.2375], [0.4428, 0.9716, -0.4274], [0.0068, 0.3422, -1.5187], [-0.9889, 0.6248, -2.3341], [-1.6309, 1.7406, -1.9897], [-1.8067, 3.5415, -0.7271], [0.2741, 2.6704, 0.6628], [0.4450, -0.6361, -1.7566], [-2.5545, 1.8679, -2.5696], [1.4089, -1.5075, 0.3416], [0.5545, -2.5911, 0.4943], [-0.2002, -2.8120, 1.5903], [-0.1513, -1.7871, 2.3996], [0.5565, -0.6630, 2.3540], [1.3755, -0.5217, 1.3174], [2.0004, -1.2821, -0.5556], [0.6291, -3.3094, -0.3327], [-0.9041, -1.8871, 3.1925], [1.8974, 0.4079, 1.0547]], "forces_ev_per_angstrom": [[-0.407, -1.199, -1.025], [0.325, -0.886, 1.193], [-1.196, 1.852, -2.214], [0.862, -1.710, 0.334], [-0.420, 1.258, 0.617], [-0.691, 0.788, 0.013], [0.513, -0.464, -0.126], [-0.357, 0.326, -0.517], [0.178, 0.512, 0.282], [0.360, 0.514, 0.321], [-0.059, 0.034, 0.037], [1.591, -0.497, -0.764], [0.739, 0.170, -2.085], [-1.384, 0.212, 1.702], [0.430, 0.559, 0.025], [-0.175, -0.432, -0.263], [-0.276, -0.677, 0.404], [-0.655, -0.202, 0.604], [0.608, 0.382, 0.190], [0.015, -0.540, 1.272]], "e_tot_ha": -528.6208, "smiles": "c1cncnc1.c1cncnc1", "lumo_energy_ev": 0.2828, "gap_ev": 9.93, "homo_ha": -0.35438}



8.
{"formula": "C8H8N4O", "method": "ωB97M-V/def2-TZVPD", "elements": ["C", "C", "C", "C", "C", "C", "C", "C", "N", "N", "N", "N", "O", "H", "H", "H", "H", "H", "H", "H", "H"], "coordinates": [[-0.3320, 1.1291, 1.6211], [-1.7102, -1.7191, -1.6041], [-0.1241, 1.1365, 0.1276], [1.3773, 0.1138, 3.0066], [-2.2122, 0.2300, -0.9220], [-0.6124, -1.2260, -0.9136], [2.1895, 1.7593, 0.4157], [0.7845, -1.7833, -1.1397], [0.5433, 0.7685, 2.4597], [-2.7172, -0.7899, -1.5326], [1.2631, 1.2922, -0.1502], [-0.8545, 0.1158, -0.6543], [3.1313, 2.1995, 0.8775], [-1.1648, 1.6560, 2.0297], [-2.0737, -2.6493, -2.0450], [-0.5319, 2.0310, -0.3264], [2.3600, 0.3174, 3.3250], [-2.5745, 1.2563, -0.9744], [1.4260, -1.1834, -1.8361], [1.2374, -1.9421, -0.1389], [0.5951, -2.7121, -1.6256]], "forces_ev_per_angstrom": [[-1.295, 1.048, -0.211], [-1.108, 0.597, 1.479], [-0.263, 0.386, -0.178], [-0.248, -1.144, 0.218], [0.894, 2.318, -0.974], [1.875, -0.503, -2.785], [-1.167, -0.517, -0.505], [-0.217, 0.820, 1.227], [0.572, -0.811, -0.534], [-0.333, 0.314, 0.169], [-0.887, -1.777, -1.667], [-0.775, -1.706, 0.815], [2.726, 1.255, 1.334], [-0.631, 0.194, -0.005], [1.248, -0.038, 0.238], [-0.685, 0.427, 0.519], [0.835, 0.727, 0.455], [-0.562, -0.380, 0.489], [-0.605, -0.236, 0.911], [0.368, -0.024, -0.840], [0.259, -0.950, -0.154]], "e_tot_ha": -603.7742, "lumo_energy_ev": 0.5343, "gap_ev": 8.98, "homo_ha": -0.31055}



9.
{"formula": "C8H8NO5S", "method": "ωB97M-V/def2-TZVPD", "elements": ["C", "C", "C", "C", "C", "C", "C", "C", "N", "O", "O", "O", "O", "O", "S", "H", "H", "H", "H", "H", "H", "H", "H"], "coordinates": [[-2.8857, -0.6926, -0.7789], [-2.1957, -0.4569, -1.9312], [-2.2842, -0.9057, 0.4105], [-0.8338, -0.6960, -1.9167], [-0.8693, -1.1116, 0.4562], [-0.1879, -0.9951, -0.7378], [1.1192, 1.3795, 1.9444], [1.6012, 1.0353, 0.5856], [1.6567, 1.8566, -0.4371], [3.5005, -0.7353, -0.0326], [2.0488, 1.3393, -1.5156], [1.2553, 3.0152, -0.4236], [1.1490, -1.2847, -0.7445], [1.8358, -1.3579, 1.5990], [2.1116, -0.6045, 0.4100], [-4.0045, -0.8553, -0.7244], [-2.7578, -0.3588, -2.7925], [-2.8007, -1.0948, 1.3892], [-0.4156, -0.5740, -2.8114], [-0.1647, -1.3197, 1.3083], [1.9301, 1.8729, 2.4547], [0.9274, 0.4518, 2.4482], [0.2642, 2.0924, 1.8405]], "forces_ev_per_angstrom": [[-3.554, -0.175, 0.914], [0.962, -1.451, 1.444], [2.622, -1.417, 3.024], [-2.015, 0.610, 1.942], [-0.425, 0.699, 0.287], [-0.004, -0.336, 0.384], [-0.501, 0.834, -1.128], [-0.317, -3.500, 4.173], [1.038, 0.792, -2.629], [-2.098, 0.158, -0.174], [1.056, -1.982, -2.397], [-1.888, 4.271, 1.281], [1.167, 0.001, -0.666], [-0.476, -0.119, 1.014], [2.534, -0.196, -1.256], [1.182, 0.829, -0.580], [-0.623, 0.499, -1.909], [0.082, 0.340, -1.304], [2.553, 0.275, -3.165], [-1.694, 0.049, -0.486], [0.307, 0.530, 0.452], [-0.473, -0.080, 0.462], [0.566, -0.632, 0.318]], "e_tot_ha": -1138.5782, "multiplicity": 3, "lumo_energy_ev": [3.2886, 2.0333], "total_charge": -1, "gap_ev": [4.25, 6.76], "s2": 2.006, "homo_ha": [-0.03527, -0.17384]}



10.
{"formula": "C8H8O", "method": "ωB97M-V/def2-TZVPD", "elements": ["C", "C", "C", "C", "O", "C", "C", "C", "C", "H", "H", "H", "H", "H", "H", "H", "H"], "coordinates": [[-2.3364, -1.6300, -0.2837], [-1.4439, -1.0357, -1.0703], [-0.4407, -0.0412, -0.7595], [-0.2446, 1.0744, -1.4533], [0.7223, 1.8878, -0.8384], [1.2294, 1.2330, 0.2433], [2.2981, 1.7669, 0.8596], [0.4605, 0.0038, 0.4352], [0.5235, -0.9388, 1.3667], [-2.4425, -1.3673, 0.7721], [-2.7837, -2.5174, -0.5431], [-1.3585, -1.4436, -2.0775], [-0.7057, 1.5137, -2.3084], [2.7360, 1.4786, 1.7402], [2.5744, 2.6820, 0.4106], [-0.0577, -1.8631, 1.3123], [1.2696, -0.8031, 2.1943]], "forces_ev_per_angstrom": [[1.696, 1.700, 1.650], [-0.187, -1.302, -0.674], [-0.360, 0.602, 0.585], [1.340, 0.640, 1.474], [-0.648, 0.126, -1.414], [1.043, 0.040, 1.134], [-2.287, 0.150, -2.110], [-1.008, -0.700, -1.003], [1.271, 0.071, 1.172], [0.013, 0.171, -0.305], [-1.406, -1.612, -1.018], [-0.091, 0.087, -0.018], [-0.160, 0.025, -0.370], [0.846, -1.036, 1.776], [0.693, 0.914, -0.182], [0.168, 0.482, 0.067], [-0.924, -0.357, -0.765]], "e_tot_ha": -384.7772, "smiles": "C=Cc1coc(=C)c1=C", "lumo_energy_ev": 0.3201, "gap_ev": 8.22, "homo_ha": -0.29024}